No. 1
A structure of composition C45H61BrCsN5O3P. Source: the OMol25 dataset; level of theory: ωB97M-V/def2-TZVPD.

The LUMO energy is -4.678 eV. The net charge is +1. The energy above the lowest of the compared OMol25 structures with the same formula, charge and spin comes out at 302.17 kJ/mol. The value obtained for the orbital gap is 3.7 eV. For the highest occupied orbital energy, the calculation gives -8.353 eV.

Each line ends with the Löwdin charge.
CARTESIAN COORDINATES (ANGSTROEM)
1 Cs 0.036 -0.056 -0.732  1.0972
2 O 1.714 -1.552 0.267  -0.5093
3 C 2.914 -2.027 0.274  -0.4138
4 C 3.241 -3.181 1.034  -0.0325
5 C 4.513 -3.701 1.076  -0.1018
6 C 5.549 -3.110 0.354  -0.1129
7 C 5.266 -1.988 -0.401  -0.0602
8 C 3.988 -1.422 -0.454  -0.0956
9 C 3.786 -0.216 -1.264  -0.3020
10 N 2.653 0.278 -1.734  -0.0534
11 C 2.988 1.409 -2.443  -0.1683
12 C 4.332 1.610 -2.402  -0.0943
13 N 4.828 0.575 -1.652  0.1029
14 H 2.441 -3.656 1.589  0.0890
15 H 4.707 -4.587 1.671  0.1000
16 H 6.547 -3.525 0.369  0.0936
17 H 6.065 -1.558 -0.994  0.0996
18 H 2.238 2.006 -2.937  0.0939
19 H 4.968 2.368 -2.825  0.1066
20 H 5.787 0.439 -1.393  0.1424
21 C -5.690 -2.962 -0.406  -0.0532
22 C -4.801 -3.372 0.759  -0.3677
23 C -5.655 -3.915 1.916  -0.0324
24 C -3.926 -2.272 1.296  -0.1485
25 C -4.175 -0.936 1.166  0.0625
26 C -3.408 0.025 1.859  -0.0475
27 C -3.825 1.465 1.719  -0.3518
28 C -5.148 1.689 2.467  -0.0171
29 C -3.940 1.886 0.254  -0.0447
30 C -2.373 -0.354 2.754  -0.0631
31 C -2.026 -1.691 2.815  -0.0662
32 C -2.710 -2.647 1.971  -0.1172
33 C -0.987 -2.227 3.761  -0.3467
34 C 0.005 -3.159 3.064  -0.0547
35 C -1.669 -2.939 4.938  -0.0216
36 C -1.936 0.618 3.819  -0.1934
37 C -2.746 0.557 4.956  -0.0408
38 C -2.553 1.401 6.036  -0.0521
39 C -1.531 2.333 5.986  -0.0503
40 C -0.719 2.393 4.866  -0.0822
41 C -0.885 1.551 3.763  -0.2886
42 P 0.225 1.662 2.292  1.1207
43 C 1.912 1.191 3.006  -0.6667
44 C 1.827 -0.313 3.289  -0.1014
45 C 2.384 1.860 4.300  -0.0800
46 C 2.962 1.405 1.909  -0.0834
47 C 0.229 3.494 1.789  -0.6742
48 C 0.810 3.551 0.363  -0.1113
49 C -1.227 3.952 1.696  -0.0954
50 C 1.015 4.495 2.637  -0.0803
51 H -6.281 -3.815 -0.737  0.0923
52 H -5.120 -2.602 -1.261  0.0663
53 H -6.393 -2.181 -0.112  0.0870
54 H -4.135 -4.188 0.448  0.1269
55 H -6.349 -3.152 2.270  0.0939
56 H -5.045 -4.241 2.760  0.0812
57 H -6.235 -4.771 1.573  0.0912
58 H -5.019 -0.584 0.589  0.1201
59 H -3.066 2.074 2.203  0.1028
60 H -5.934 1.031 2.093  0.0856
61 H -5.476 2.718 2.318  0.0934
62 H -5.032 1.519 3.537  0.0782
63 H -4.801 1.429 -0.236  0.0849
64 H -3.043 1.644 -0.318  0.0642
65 H -4.084 2.967 0.208  0.0931
66 H -2.684 -3.664 2.355  0.1472
67 H -0.447 -1.370 4.158  0.1039
68 H -0.455 -4.117 2.805  0.0857
69 H 0.825 -3.380 3.749  0.1026
70 H 0.444 -2.713 2.169  0.0474
71 H -2.250 -3.801 4.606  0.0828
72 H -2.326 -2.270 5.492  0.0754
73 H -0.906 -3.308 5.624  0.0947
74 H -3.555 -0.164 4.985  0.1229
75 H -3.198 1.330 6.901  0.1124
76 H -1.361 3.008 6.814  0.1135
77 H 0.080 3.117 4.854  0.0837
78 H 1.224 -0.506 4.178  0.0722
79 H 2.834 -0.687 3.496  0.1037
80 H 1.453 -0.868 2.428  0.0436
81 H 1.736 1.613 5.141  0.0717
82 H 2.473 2.941 4.237  0.0633
83 H 3.376 1.467 4.541  0.0940
84 H 2.668 0.938 0.967  0.0555
85 H 3.893 0.928 2.227  0.0984
86 H 3.176 2.461 1.742  0.0719
87 H 0.236 2.966 -0.358  0.0250
88 H 1.844 3.209 0.327  0.0630
89 H 0.805 4.590 0.022  0.0920
90 H -1.779 3.338 0.982  0.0547
91 H -1.250 4.982 1.329  0.0936
92 H -1.740 3.932 2.660  0.0805
93 H 2.073 4.245 2.681  0.0677
94 H 0.636 4.600 3.652  0.0699
95 H 0.940 5.480 2.167  0.0895
96 C -1.708 4.432 -2.619  0.0156
97 C -1.900 2.944 -2.752  -0.5850
98 N -2.838 2.518 -3.623  0.1836
99 O -1.240 2.152 -2.090  -0.1695
100 H -2.353 5.018 -3.271  0.0793
101 H -0.666 4.660 -2.838  0.0949
102 H -1.891 4.712 -1.581  0.0821
103 H -3.341 3.153 -4.215  0.1065
104 H -2.939 1.525 -3.761  0.1117
105 O -1.584 -3.916 0.202  0.1555
106 N -1.670 -2.833 0.503  0.1795
107 Br -3.151 -5.522 -2.717  0.7777
108 C -2.157 -4.039 -3.331  -0.6655
109 C -1.205 -4.157 -4.329  -0.0859
110 C -0.531 -3.008 -4.711  -0.0338
111 C -0.827 -1.810 -4.078  -0.1427
112 N -1.732 -1.703 -3.108  0.0326
113 C -2.388 -2.799 -2.755  -0.2255
114 H -0.999 -5.113 -4.789  0.1146
115 H 0.224 -3.043 -5.484  0.1157
116 H -0.311 -0.897 -4.353  0.1133
117 H -3.132 -2.697 -1.975  0.0697

---

No. 2
A cluster of 11 separate species, C45H62F13N2O30S in total. Source: the OMol25 dataset; level of theory: ωB97M-V/def2-TZVPD.

The LUMO energy is -3.794 eV. The net charge is +1. The value obtained for the orbital gap is 7.3 eV. For the highest occupied orbital energy, the calculation gives -11.100 eV.

Each line ends with the Löwdin charge.
CARTESIAN COORDINATES (ANGSTROEM)
1 C 3.947 -5.651 0.155  0.0240
2 C 4.365 -4.486 -0.565  -0.0938
3 C 3.526 -3.112 -0.453  -0.2033
4 N 3.872 -2.335 0.792  0.0988
5 C 3.993 -0.859 0.607  -0.0964
6 C 2.871 -0.193 -0.304  -0.2157
7 C 1.505 0.078 0.529  -0.1261
8 C 0.826 1.413 -0.006  -0.0545
9 C -0.757 1.466 0.269  -0.3043
10 F -1.096 2.838 0.054  0.0460
11 F -0.993 1.238 1.632  0.0668
12 C -1.616 0.589 -0.745  -0.2102
13 F -2.452 1.486 -1.451  0.0987
14 F -0.714 0.074 -1.712  0.0811
15 C -2.459 -0.593 -0.053  -0.2497
16 F -3.388 0.040 0.759  0.1285
17 F -1.492 -1.340 0.671  0.0806
18 C -3.055 -1.600 -1.130  -0.3196
19 F -1.984 -2.446 -1.498  0.0759
20 F -3.458 -1.004 -2.325  0.1075
21 S -4.446 -2.711 -0.551  0.9775
22 F -4.958 -2.845 -2.144  -0.1710
23 F -3.489 -4.066 -0.826  -0.1777
24 F -3.957 -2.715 1.022  -0.1545
25 F -5.530 -1.484 -0.355  -0.1441
26 F -5.650 -3.770 -0.126  -0.1540
27 C 2.610 -1.001 -1.667  -0.2589
28 C 2.665 -0.109 -2.987  -0.0531
29 C 3.573 -2.278 -1.807  -0.2016
30 C 5.040 -1.948 -2.346  -0.2325
31 N 5.187 -2.030 -3.821  0.0050
32 H 3.569 -6.552 -0.424  0.0806
33 H 4.016 -5.755 1.282  0.0668
34 H 5.268 -4.582 -1.240  0.1093
35 H 2.441 -3.457 -0.323  0.1601
36 H 4.768 -2.717 1.162  0.1546
37 H 3.138 -2.527 1.493  0.1815
38 H 5.005 -0.666 0.117  0.1172
39 H 4.036 -0.309 1.608  0.1521
40 H 3.286 0.831 -0.616  0.1511
41 H 1.832 0.163 1.615  0.1207
42 H 0.887 -0.863 0.401  0.1045
43 H 1.248 2.270 0.629  0.1504
44 H 1.088 1.688 -1.078  0.1296
45 H 1.542 -1.423 -1.597  0.1328
46 H 1.852 0.683 -2.971  0.0798
47 H 2.410 -0.809 -3.861  0.0956
48 H 3.699 0.333 -3.163  0.0524
49 H 3.090 -2.949 -2.605  0.1610
50 H 5.836 -2.608 -1.851  0.1100
51 H 5.313 -0.877 -2.036  0.0947
52 H 4.283 -2.166 -4.289  0.0594
53 H 5.538 -1.136 -4.202  0.0751
54 C -3.752 4.147 3.206  -0.1431
55 C -3.001 2.948 3.703  -0.1313
56 O -2.445 3.404 4.930  0.0649
57 C -3.221 4.435 5.364  -0.5492
58 O -3.132 4.936 6.443  0.1638
59 O -4.110 4.820 4.408  0.0632
60 H -4.639 3.877 2.633  0.1327
61 H -3.128 4.810 2.602  0.1258
62 H -3.658 2.097 3.907  0.1352
63 H -2.218 2.633 3.015  0.1092
64 C -6.518 8.178 0.859  -0.1199
65 C -6.310 7.684 2.260  -0.1140
66 O -5.574 6.481 2.067  0.0585
67 C -4.948 6.582 0.867  -0.5390
68 O -4.115 5.815 0.475  0.1403
69 O -5.384 7.662 0.169  0.0612
70 H -6.548 9.266 0.799  0.1396
71 H -7.425 7.772 0.401  0.1379
72 H -5.712 8.372 2.862  0.1415
73 H -7.250 7.487 2.777  0.1405
74 C -1.497 -5.202 3.520  -0.1115
75 C -1.432 -4.386 2.265  -0.1294
76 O -0.040 -4.123 2.127  0.0547
77 C 0.622 -5.099 2.800  -0.5508
78 O 1.806 -5.270 2.747  0.1311
79 O -0.230 -5.857 3.540  0.0544
80 H -2.311 -5.928 3.505  0.1443
81 H -1.591 -4.585 4.418  0.1397
82 H -1.776 -4.940 1.387  0.1384
83 H -1.996 -3.457 2.340  0.1174
84 C -8.425 -3.082 -1.563  -0.1397
85 C -8.395 -2.065 -2.664  -0.1275
86 O -9.026 -2.745 -3.741  0.0655
87 C -9.816 -3.712 -3.199  -0.5353
88 O -10.611 -4.356 -3.815  0.1635
89 O -9.583 -3.850 -1.866  0.0770
90 H -8.512 -2.625 -0.576  0.1384
91 H -7.553 -3.739 -1.574  0.1132
92 H -8.974 -1.169 -2.423  0.1390
93 H -7.380 -1.769 -2.932  0.1253
94 C 7.436 2.311 -0.428  -0.1110
95 C 7.541 3.369 -1.483  -0.1182
96 O 6.942 2.750 -2.618  0.0878
97 C 6.108 1.789 -2.154  -0.5182
98 O 5.321 1.190 -2.834  0.1059
99 O 6.272 1.589 -0.820  0.0507
100 H 7.319 2.729 0.572  0.1399
101 H 8.292 1.630 -0.429  0.1415
102 H 6.976 4.270 -1.230  0.1365
103 H 8.575 3.645 -1.693  0.1410
104 C -3.245 6.545 -2.890  -0.1325
105 C -2.169 6.940 -1.925  -0.1417
106 O -1.032 7.108 -2.763  0.0604
107 C -1.492 7.371 -4.016  -0.5543
108 O -0.804 7.726 -4.925  0.1590
109 O -2.836 7.177 -4.098  0.0643
110 H -4.231 6.895 -2.583  0.1287
111 H -3.287 5.464 -3.053  0.1345
112 H -2.383 7.889 -1.424  0.1361
113 H -1.986 6.175 -1.170  0.1209
114 C -11.844 -4.539 -6.778  -0.1406
115 C -10.452 -4.035 -6.999  -0.1451
116 O -10.143 -4.500 -8.307  0.0612
117 C -11.326 -4.689 -8.954  -0.5538
118 O -11.427 -4.917 -10.122  0.1571
119 O -12.378 -4.585 -8.097  0.0626
120 H -12.431 -3.876 -6.142  0.1328
121 H -11.862 -5.546 -6.352  0.1361
122 H -10.396 -2.943 -6.990  0.1366
123 H -9.746 -4.431 -6.270  0.1186
124 C 8.925 8.231 -1.209  -0.1256
125 C 10.201 7.447 -1.125  -0.1284
126 O 10.021 6.671 0.054  0.0639
127 C 8.682 6.557 0.261  -0.5581
128 O 8.182 5.830 1.072  0.1409
129 O 7.984 7.375 -0.571  0.0607
130 H 8.629 8.437 -2.238  0.1381
131 H 8.976 9.174 -0.658  0.1385
132 H 10.335 6.773 -1.975  0.1340
133 H 11.079 8.087 -1.039  0.1385
134 C 7.408 -3.681 3.943  -0.1175
135 C 8.570 -2.745 4.095  -0.1133
136 O 8.632 -2.104 2.824  0.0835
137 C 7.398 -2.187 2.272  -0.5426
138 O 7.060 -1.605 1.280  0.1428
139 O 6.589 -3.013 2.987  0.0412
140 H 6.870 -3.835 4.878  0.1403
141 H 7.703 -4.653 3.539  0.1402
142 H 8.400 -1.988 4.865  0.1410
143 H 9.501 -3.268 4.313  0.1430
144 C 1.193 -5.559 6.576  -0.1388
145 C 1.999 -6.731 7.051  -0.1272
146 O 2.622 -6.234 8.228  0.0654
147 C 1.854 -5.207 8.687  -0.5504
148 O 2.001 -4.678 9.746  0.1703
149 O 0.898 -4.864 7.781  0.0633
150 H 0.277 -5.861 6.068  0.1204
151 H 1.764 -4.898 5.917  0.1313
152 H 1.374 -7.589 7.316  0.1384
153 H 2.744 -7.048 6.321  0.1353

---

No. 3
A structure of composition C45H63ClCoN8O2STe. Source: the OMol25 dataset; level of theory: ωB97M-V/def2-TZVPD.

The LUMO energy (alpha / beta) is -3.887 / -7.163 eV. The net charge is +2. Its spin multiplicity is 6. The value obtained for the orbital gap (alpha / beta) is 8.6 / 5.3 eV. For the highest occupied orbital energy (alpha / beta), the calculation gives -12.485 / -12.485 eV.

Each line ends with the Mulliken spin population.
CARTESIAN COORDINATES (ANGSTROEM)
1 Co 1.938 2.370 -1.000  2.8125
2 N 2.758 2.140 0.729  0.0022
3 C 3.092 1.837 1.798  0.0260
4 N 3.461 1.498 2.985  0.0037
5 C 4.466 0.442 3.211  0.0009
6 C 5.229 0.740 4.505  0.0000
7 C 5.415 2.251 4.649  0.0001
8 C 4.055 2.931 4.890  0.0005
9 C 2.934 2.151 4.190  0.0000
10 H 5.146 0.424 2.359  -0.0003
11 H 3.965 -0.529 3.275  -0.0003
12 H 6.191 0.231 4.475  0.0000
13 H 4.683 0.355 5.369  0.0000
14 H 5.873 2.642 3.738  0.0000
15 H 6.092 2.473 5.471  0.0000
16 H 4.088 3.956 4.524  0.0000
17 H 3.831 2.968 5.957  -0.0001
18 H 2.103 2.800 3.921  0.0001
19 H 2.553 1.363 4.843  0.0002
20 S 3.701 2.944 -2.637  0.0654
21 C 2.734 3.652 -3.845  0.0166
22 N 2.504 3.113 -5.043  0.0072
23 C 1.644 3.955 -5.874  -0.0002
24 C 1.260 5.089 -4.903  -0.0019
25 N 2.125 4.827 -3.756  0.0078
26 H 2.970 2.292 -5.386  0.0006
27 H 0.778 3.389 -6.216  0.0004
28 H 2.180 4.326 -6.748  0.0002
29 H 0.208 5.039 -4.615  0.0008
30 H 1.459 6.077 -5.315  0.0003
31 H 2.045 5.318 -2.883  0.0003
32 C -1.154 5.179 -0.807  0.0867
33 C -0.291 3.942 -0.744  -0.0503
34 O 0.859 4.023 -1.329  0.0838
35 N -0.660 2.841 -0.150  0.6575
36 Te -2.525 2.816 0.972  0.9008
37 C -4.389 2.903 2.273  0.2262
38 C -5.307 3.929 2.091  -0.0519
39 C -5.108 5.066 1.125  0.0434
40 C -6.475 3.878 2.851  0.0199
41 C -6.700 2.881 3.790  0.0110
42 C -7.949 2.844 4.618  0.0007
43 C -5.710 1.919 3.987  0.0260
44 C -4.531 1.929 3.255  -0.0369
45 C -3.452 0.932 3.565  0.0533
46 C -3.014 0.951 0.113  0.1558
47 C -4.025 0.925 -0.852  -0.1100
48 C -4.876 2.122 -1.188  0.0220
49 C -4.258 -0.267 -1.528  0.0064
50 C -3.540 -1.422 -1.249  -0.0002
51 C -3.765 -2.686 -2.025  -0.0004
52 C -2.569 -1.370 -0.256  -0.0035
53 C -2.273 -0.195 0.416  -0.0610
54 C -1.151 -0.194 1.421  0.0206
55 H -0.595 5.993 -1.260  0.0010
56 H -1.448 5.469 0.202  -0.0027
57 H -2.051 4.979 -1.394  -0.0055
58 H -4.058 5.169 0.844  0.0033
59 H -5.429 6.003 1.579  -0.0008
60 H -5.698 4.912 0.219  -0.0018
61 H -7.206 4.665 2.706  0.0036
62 H -8.600 3.688 4.401  0.0000
63 H -7.705 2.856 5.681  0.0008
64 H -8.503 1.924 4.425  0.0008
65 H -5.829 1.151 4.742  0.0037
66 H -3.481 0.658 4.615  0.0019
67 H -2.472 1.359 3.347  0.0076
68 H -3.584 0.023 2.974  -0.0045
69 H -4.410 3.051 -0.854  0.0047
70 H -5.847 2.037 -0.696  -0.0001
71 H -5.050 2.190 -2.260  0.0027
72 H -5.021 -0.287 -2.297  0.0018
73 H -4.600 -2.582 -2.714  -0.0001
74 H -3.968 -3.525 -1.359  0.0002
75 H -2.868 -2.927 -2.600  0.0003
76 H -2.024 -2.271 0.003  -0.0001
77 H -0.259 -0.626 0.976  0.0106
78 H -1.392 -0.787 2.305  0.0040
79 H -0.903 0.824 1.720  0.0062
80 C 4.634 -4.506 -3.926  0.0001
81 C 3.602 -4.895 -2.851  -0.0001
82 C 4.360 -5.792 -1.857  0.0000
83 C 2.495 -5.723 -3.516  0.0001
84 C 3.011 -3.625 -2.148  0.0018
85 O 3.967 -3.003 -1.292  -0.0003
86 C 1.704 -3.881 -1.363  0.0005
87 C 1.790 -4.880 -0.202  0.0000
88 C 0.615 -4.824 0.743  -0.0001
89 C -0.668 -5.170 0.328  0.0001
90 C -1.724 -5.222 1.225  -0.0001
91 C -1.499 -4.925 2.560  0.0002
92 Cl -2.790 -5.073 3.704  0.0000
93 C -0.238 -4.548 2.995  -0.0001
94 C 0.806 -4.498 2.083  0.0002
95 C 2.740 -2.574 -3.247  -0.0018
96 N 2.084 -1.336 -2.850  -0.0020
97 C 2.484 -0.408 -1.984  0.0199
98 N 1.654 0.631 -2.044  -0.0160
99 C 0.740 0.264 -2.981  0.0134
100 N 0.975 -0.920 -3.486  0.0031
101 H 5.193 -5.395 -4.214  0.0000
102 H 5.350 -3.778 -3.543  0.0000
103 H 4.167 -4.115 -4.830  -0.0001
104 H 4.615 -6.725 -2.358  0.0000
105 H 3.781 -6.049 -0.974  0.0000
106 H 5.303 -5.334 -1.547  0.0000
107 H 2.953 -6.494 -4.135  0.0000
108 H 1.860 -5.119 -4.166  0.0000
109 H 1.865 -6.224 -2.781  0.0000
110 H 4.418 -3.682 -0.779  0.0000
111 H 0.927 -4.192 -2.064  0.0000
112 H 1.410 -2.919 -0.940  -0.0005
113 H 2.693 -4.682 0.378  0.0000
114 H 1.844 -5.895 -0.596  0.0000
115 H -0.851 -5.443 -0.705  0.0000
116 H -2.710 -5.526 0.901  0.0000
117 H -0.067 -4.332 4.041  0.0000
118 H 1.798 -4.239 2.434  0.0000
119 H 2.119 -3.002 -4.028  0.0000
120 H 3.706 -2.288 -3.658  0.0002
121 H 3.357 -0.502 -1.361  0.0022
122 H -0.085 0.885 -3.286  -0.0010